*1*
The following is a quantum chemistry calculation of the molecule CH3N2OP, from OMol25.

Properties
- SMILES string = C1N=NPO1
- highest occupied orbital energy (eV) = -9.09
- total charge = 0
- HOMO-LUMO gap (eV) = 9.8554

XYZ file:
```
8
Properties=species:S:1:pos:R:3:nbo_charge:R:1
C -0.09751 -0.72464 0.64879 0.016
N -0.22991 0.74641 0.96428 -0.125
N -0.28572 1.46119 -0.00023 -0.377
P -0.11246 0.63543 -1.55593 1.014
O -0.11416 -0.75733 -0.72810 -0.805
H 0.76836 -1.15194 1.09892 0.190
H -1.08198 -1.24458 0.88830 0.193
H 1.15338 1.03546 -1.31603 -0.107
```



*2*
The following is a quantum chemistry calculation of a structure of composition CH3N2OP, from OMol25.

Properties
- highest occupied orbital energy (eV) = -10.03
- total charge = 0
- HOMO-LUMO gap (eV) = 9.4310

XYZ file:
```
8
Properties=species:S:1:pos:R:3:nbo_charge:R:1
C -0.17562 -1.28784 -0.64822 0.033
N -0.61953 -0.29142 -0.03824 -0.633
N 1.85576 1.30884 1.59409 -1.050
O -0.22804 2.44672 0.03574 -1.005
P 0.67121 1.53773 0.73496 1.907
H 0.87537 -1.30762 -0.90926 0.188
H -0.76776 -2.14947 -0.95470 0.175
H -1.61138 -0.25693 0.18562 0.385
```



*1* is preferred energetically. Next in line: 17.5 kcal/mol higher.



*1*
The following is a quantum chemistry calculation of the molecule C9H16N2O2, from OMol25.

Properties
- SMILES string = COO/C=N/C=C\N=C\C(C)(C)C
- highest occupied orbital energy (eV) = -8.03
- total charge = 0
- HOMO-LUMO gap (eV) = 8.7890

XYZ file:
```
29
Properties=species:S:1:pos:R:3:nbo_charge:R:1
C 3.84760 -2.34936 0.20017 -0.261
O 3.28818 -1.28333 -0.52273 -0.264
O 3.17793 -0.14171 0.32948 -0.247
C 2.39248 0.78758 -0.23852 0.401
N 2.21214 1.88003 0.34721 -0.479
C 1.37891 2.89858 -0.06771 -0.076
C 0.04282 2.90165 -0.20922 -0.082
N -0.85947 1.90279 0.05092 -0.432
C -0.98976 0.79481 -0.52525 0.176
C -1.94261 -0.24731 -0.01017 -0.133
C -3.22024 0.42068 0.50177 -0.596
C -1.23216 -0.95377 1.15660 -0.592
C -2.26644 -1.25763 -1.11141 -0.599
H 4.83288 -2.08797 0.59307 0.185
H 3.93829 -3.14317 -0.53996 0.207
H 3.19325 -2.66741 1.01742 0.181
H 1.95806 0.47325 -1.20039 0.152
H 1.89279 3.85139 -0.08538 0.202
H -0.44367 3.86133 -0.34245 0.204
H -0.38105 0.50110 -1.39539 0.144
H -3.92024 -0.32677 0.87142 0.204
H -3.69933 0.98238 -0.29722 0.209
H -2.97526 1.10712 1.30647 0.228
H -1.88892 -1.69840 1.59994 0.209
H -0.32549 -1.44863 0.81306 0.204
H -0.95915 -0.22497 1.91637 0.222
H -2.71646 -0.76104 -1.97050 0.210
H -2.96705 -2.00504 -0.74374 0.214
H -1.36804 -1.76617 -1.44385 0.206
```



*2*
The following is a quantum chemistry calculation of a cluster of 2 separate species, C9H16N2O2 in total, from OMol25.

Properties
- SMILES string = O=c1cc[nH]c(=O)[nH]1.CC(C)(C)C
- highest occupied orbital energy (eV) = -9.65
- total charge = 0
- HOMO-LUMO gap (eV) = 9.8180

XYZ file:
```
29
Properties=species:S:1:pos:R:3:nbo_charge:R:1
O -0.06160 -1.53430 -1.18106 -0.553
C -1.04948 -1.03140 -0.67849 0.663
C -2.02334 -1.72420 0.24056 -0.374
C -2.87367 -1.01534 0.99010 0.044
N -2.93068 0.47711 0.93668 -0.642
C -2.26434 1.07287 -0.16213 0.767
O -2.28169 2.29516 -0.48473 -0.647
N -1.40978 0.32592 -0.90688 -0.668
H -2.08232 -2.92008 0.09257 0.269
H -3.54658 -1.47843 1.79283 0.235
H -3.54142 1.12472 1.55535 0.455
H -1.21471 1.00709 -1.87751 0.479
C 1.41585 0.53431 1.14656 -0.608
C 2.60539 0.14299 0.20978 -0.045
C 2.75030 1.23708 -0.85243 -0.602
C 2.27978 -1.20567 -0.44843 -0.630
C 3.90972 0.06570 1.03489 -0.604
H 1.58034 1.53307 1.61336 0.204
H 0.47441 0.60609 0.58025 0.195
H 1.27450 -0.15861 1.96398 0.203
H 3.52414 1.02212 -1.57911 0.206
H 1.80173 1.37641 -1.41776 0.198
H 3.01588 2.20015 -0.39428 0.203
H 3.06255 -1.44342 -1.18613 0.191
H 1.30682 -1.16053 -0.95344 0.261
H 2.25369 -2.02047 0.27300 0.192
H 3.78825 -0.61950 1.87589 0.203
H 4.75031 -0.27473 0.43073 0.206
H 4.18075 1.03999 1.46559 0.199
```



*2* is preferred energetically. Next in line: 67.0 kcal/mol higher.



*1*
The following is a quantum chemistry calculation of the ion C4H5O3S with charge -1, from OMol25.

Properties
- highest occupied orbital energy (eV) = -4.48
- total charge = -1
- HOMO-LUMO gap (eV) = 8.2982

XYZ file:
```
13
Properties=species:S:1:pos:R:3:nbo_charge:R:1
C -1.92919 0.12348 0.09049 -0.371
C -2.56148 1.60623 0.01263 0.768
C 0.46027 0.14769 -0.32704 -0.609
C -0.58432 -0.42124 0.53256 -0.476
O -1.87471 2.59962 0.07867 -0.720
O -3.77280 1.40168 -0.07659 -0.759
O -2.67806 -2.39467 0.06570 -1.008
S -3.15700 -0.99179 -0.05930 1.113
H 1.28822 -0.39822 0.00075 0.192
H 0.53428 1.19679 -0.22527 0.226
H 0.27254 0.08958 -1.40442 0.204
H -0.65437 -1.48096 0.46177 0.228
H -0.55002 -0.14133 1.60220 0.211
```



*2*
The following is a quantum chemistry calculation of the ion C4H5O3S with charge -1, from OMol25.

Properties
- highest occupied orbital energy (spin up / spin down) (eV) = -4.35 / -4.35
- total charge = -1
- HOMO-LUMO gap (spin up / spin down) (eV) = 8.1364 / 8.1357

XYZ file:
```
13
Properties=species:S:1:pos:R:3:nbo_charge:R:1
C 0.88102 -1.11808 0.07216 -0.551
C 0.30247 1.59307 -0.10455 0.786
C -1.63188 -0.03287 0.21951 -0.642
C -0.26725 0.12912 -0.49968 -0.349
O -0.53878 2.41348 0.14079 -0.731
O 1.51856 1.59960 0.01578 -0.757
O 3.21337 -1.65096 0.37951 -0.997
S 2.42416 -0.54015 -0.22432 1.217
H 0.49675 -2.09110 0.37445 0.216
H -2.42373 -0.78321 -0.28181 0.160
H -1.50632 -0.61371 1.17147 0.193
H -1.99195 1.01615 0.24736 0.263
H -0.47641 0.07866 -1.51069 0.191
```



*1* is preferred energetically. Next in line: 38.9 kcal/mol higher.